A molecular structure, ClH2O3P. Source: the Open Molecules 2025 dataset; level of theory: the ωB97M-V functional and the def2-TZVPD basis.

Calculated values
Kohn-Sham gap (alpha / beta): 6.109 / 6.108 eV
ΔE to the lowest compared entry with this formula, charge and spin: 127.6 kcal/mol
spin multiplicity: 1

Atoms and positions in Å:
O (-0.58146, 0.30436, -1.42651)
O (-0.65203, -1.22059, 0.56079)
O (1.64726, 0.84796, 0.91369)
P (-0.23400, -1.22380, -0.89332)
Cl (0.36967, 1.09761, 1.81660)
H (-0.15404, 0.50927, -2.25354)
H (-0.39539, -0.31480, 1.28229)

Atom charges from the natural (NBO) analysis, given in e for atoms 1 to 2: -0.954, -1.017